No. 1
The following is a quantum chemistry calculation of a cluster of 4 separate species, H8O4 in total, from OMol25.

molecular weight	72.06	g/mol
E_LUMO	0.9	eV
HOMO-LUMO gap	12.28	eV
charge	0
F_max	0.0079	Eh/bohr
highest occupied orbital energy	-0.41975	Eh
SMILES	O.O.O.O
energy above the lowest of the compared OMol25 structures with the same formula, charge and spin	0.105	eV

Last column: Löwdin charge in e.
Cartesian coordinates (Å):
1 O -1.09 -1.75 -0.09  -0.080
2 H -0.16 -1.58 0.20  0.011
3 H -1.01 -2.27 -0.90  0.055
4 H -1.33 -0.03 -0.60  0.012
5 O -1.46 0.94 -0.63  -0.071
6 H -2.13 1.12 0.03  0.056
7 O 1.41 -0.88 0.54  -0.069
8 H 1.68 -1.20 1.41  0.059
9 H 1.43 0.10 0.57  0.018
10 O 1.04 1.80 0.18  -0.070
11 H 1.53 1.99 -0.62  0.060
12 H 0.10 1.77 -0.09  0.019

No. 2
The following is a quantum chemistry calculation of a cluster of 2 separate species, C3H13N2OS in total at a distorted geometry, from OMol25.

molecular weight	125.22	g/mol
E_LUMO	-3.0	eV
HOMO-LUMO gap	10.35	eV
charge	+1
F_max	0.0303	Eh/bohr
highest occupied orbital energy	-0.49132	Eh
energy above the lowest of the compared OMol25 structures with the same formula, charge and spin	0.485	eV

Last column: Löwdin charge in e.
Cartesian coordinates (Å):
1 N 0.90 -0.34 -0.67  0.170
2 C -0.48 -0.61 -0.19  -0.334
3 C -0.67 -2.10 0.30  -0.472
4 S 0.87 -2.99 0.69  0.765
5 C -0.84 0.35 0.95  -0.253
6 N -0.97 1.70 0.46  0.020
7 H 1.21 0.64 -0.85  0.115
8 H 1.52 -0.67 0.09  0.113
9 H 1.17 -0.78 -1.55  0.172
10 H -1.13 -0.47 -1.06  0.156
11 H -1.27 -2.07 1.21  0.078
12 H -1.23 -2.66 -0.44  0.076
13 H 0.88 -2.73 2.02  -0.110
14 H -0.20 0.17 1.83  0.132
15 H -1.80 0.01 1.36  0.133
16 H -0.08 2.20 0.46  0.063
17 H -1.46 2.31 1.11  0.094
18 H 0.78 3.05 -1.35  0.039
19 H 1.56 2.66 -2.60  0.080
20 O 1.23 2.32 -1.75  -0.039

No. 3
The following is a quantum chemistry calculation of a structure of composition C25H32Br2N2NiO4S5 at a distorted geometry, from OMol25.

molecular weight	803.38	g/mol
E_LUMO (spin up / spin down)	0.2 / 0.1	eV
HOMO-LUMO gap (spin up / spin down)	7.40 / 7.44	eV
charge	0
F_max	0.0197	Eh/bohr
highest occupied orbital energy (spin up / spin down)	-0.26576 / -0.26979	Eh
multiplicity	3
energy above the lowest of the compared OMol25 structures with the same formula, charge and spin	0.191	eV

Last column: Löwdin charge in e.
Cartesian coordinates (Å):
1 Ni 0.31 1.05 -1.56  0.325
2 O -2.33 5.77 1.52  0.097
3 C -1.70 4.81 0.84  -0.304
4 C -1.32 3.59 1.40  0.026
5 C -0.68 2.68 0.60  -0.097
6 N -0.39 2.89 -0.69  -0.019
7 C -0.76 4.06 -1.21  -0.705
8 Br -0.36 4.46 -3.01  0.817
9 C -1.42 5.04 -0.50  -0.043
10 H -2.46 5.51 2.44  0.118
11 H -1.53 3.36 2.44  0.126
12 H -0.38 1.73 1.01  0.093
13 H -1.69 5.97 -0.96  0.115
14 C 1.21 -2.28 5.63  -0.069
15 C 2.07 -1.40 4.74  -0.561
16 C 2.34 -0.07 5.48  -0.050
17 C 3.41 -2.12 4.49  -0.051
18 C 1.39 -1.10 3.40  -0.179
19 C 2.06 -0.38 2.43  -0.092
20 C 1.43 -0.13 1.22  -0.515
21 Br 2.36 0.91 -0.09  0.955
22 C 0.14 -0.55 0.86  -0.404
23 O -0.39 -0.27 -0.32  -0.240
24 C -0.55 -1.27 1.88  -0.078
25 C 0.10 -1.52 3.08  0.028
26 C -1.98 -1.76 1.63  -0.533
27 C -2.89 -0.57 1.30  -0.038
28 C -2.56 -2.46 2.86  -0.075
29 C -1.98 -2.78 0.48  -0.039
30 H 1.74 -2.48 6.57  0.085
31 H 1.00 -3.25 5.16  0.091
32 H 0.26 -1.80 5.89  0.086
33 H 2.82 -0.26 6.44  0.084
34 H 1.40 0.46 5.65  0.088
35 H 3.00 0.58 4.89  0.077
36 H 3.87 -2.39 5.45  0.084
37 H 4.11 -1.49 3.95  0.076
38 H 3.25 -3.03 3.92  0.092
39 H 3.07 0.00 2.60  0.105
40 H -0.45 -2.08 3.83  0.082
41 H -2.87 0.17 2.11  0.085
42 H -3.93 -0.91 1.17  0.086
43 H -2.58 -0.09 0.37  0.067
44 H -2.62 -1.79 3.73  0.088
45 H -1.98 -3.35 3.14  0.086
46 H -3.58 -2.80 2.63  0.086
47 H -1.57 -2.33 -0.42  0.043
48 H -3.00 -3.11 0.27  0.090
49 H -1.38 -3.65 0.74  0.093
50 N 2.99 -0.44 -5.56  0.021
51 C 2.88 0.88 -4.94  -0.185
52 C 1.95 0.80 -3.76  -0.577
53 O 1.60 -0.41 -3.37  0.089
54 O 1.53 1.78 -3.16  -0.048
55 H 2.25 -0.57 -6.25  0.051
56 H 2.06 -1.05 -3.97  0.124
57 H 3.86 -0.56 -6.05  0.090
58 H 2.51 1.66 -5.60  0.105
59 H 3.85 1.19 -4.56  0.139
60 C -1.50 1.84 -6.39  -0.355
61 S -0.10 0.76 -6.02  0.849
62 C -0.87 -0.53 -5.12  -1.003
63 C -1.46 -0.43 -3.91  -1.081
64 S -1.67 0.99 -2.92  0.597
65 S -2.16 -1.93 -3.34  0.920
66 C -1.66 -2.98 -4.62  -1.513
67 S -1.95 -4.59 -4.66  0.525
68 S -0.83 -2.12 -5.87  0.890
69 H -1.11 2.67 -6.98  0.037
70 H -1.92 2.20 -5.46  0.001
71 H -2.24 1.29 -6.97  0.044